[1]
A gas-phase ion, C3H9N2O (charge +1) in a non-equilibrium geometry, computed with the ωB97M-V functional and the def2-TZVPD basis.

Computed properties:
DFT total energy ... -304.126836 a.u.
ΔE to the lowest compared entry with this formula, charge and spin ... 3.361 eV
Net charge ... +1
Spin multiplicity ... 1
LUMO level ... -3.867 eV
Frontier orbital gap ... 10.1 eV
Strongest force on any atom ... 4.825 eV Å⁻¹

The geometry in XYZ format:
```
15
Properties=species:S:1:pos:R:3:forces:R:3
C -0.2954 0.7373 0.6971 -0.1 2.2 1.5
C 0.0374 -0.5373 0.1040 0.6 0.1 2.0
C 1.2883 -1.1293 0.7059 -3.3 -3.4 -0.7
N -1.0953 1.8743 -0.1492 2.9 0.8 -1.4
N -0.5329 -1.0155 -0.9747 -1.2 0.6 -2.3
O -1.0826 -0.1389 1.3608 0.9 1.1 -0.7
H 0.4252 1.4714 1.2307 -0.7 -1.8 -0.5
H 1.1999 -2.2348 1.0211 0.0 1.9 -0.4
H 1.6311 -0.5037 1.4198 1.0 1.5 2.8
H 1.9291 -1.0414 -0.0750 2.5 -0.2 -2.4
H -1.3052 2.7602 0.4114 0.6 -1.5 -1.1
H -0.5486 2.0360 -1.1088 -1.4 0.2 2.7
H -0.4336 -1.9246 -1.3727 0.5 -0.6 0.5
H -1.9191 1.4133 -0.3777 -2.5 -0.7 -0.5
H -1.1874 -0.4662 -1.5312 0.3 -0.2 0.5
```
Positions in Å, forces in eV/Å.

For reference, the Mulliken charges in units of e are: -0.075 0.775 -1.352 -0.440 -0.365 -0.506 0.323 0.335 0.401 0.453 0.370 0.387 0.217 0.337 0.138

=====

[2]
A molecular structure, C21H25N3O3PdS2Se4 in a non-equilibrium geometry, computed with the ωB97M-V functional and the def2-TZVPD basis.

Computed properties:
DFT total energy ... -11735.200321 a.u.
ΔE to the lowest compared entry with this formula, charge and spin ... 3.591 eV
Net charge ... -2
Spin multiplicity ... 1
LUMO level ... 3.967 eV
Frontier orbital gap ... 3.5 eV
Strongest force on any atom ... 2.167 eV Å⁻¹

The geometry in XYZ format:
```
59
Properties=species:S:1:pos:R:3:forces:R:3
Pd -2.3119 0.7526 0.3810 0.6 1.5 1.1
O -2.3620 0.7685 3.1348 -0.8 0.0 0.5
S -1.1851 0.9238 3.9922 1.4 -0.1 -0.4
C -0.0761 1.9759 2.9369 -0.3 -0.2 0.3
C 1.4171 1.8841 3.1962 0.0 -0.1 0.0
C 2.1418 1.0649 2.1205 0.1 -0.1 0.2
C 2.1825 1.7791 0.7772 -0.3 -0.3 -0.5
S 1.1096 0.9208 -0.5043 0.8 0.4 0.3
O 0.0282 0.3342 0.3023 -0.5 -0.5 0.5
C 2.1973 -0.4845 -0.8019 0.3 -0.2 -0.4
C 3.4061 -0.3392 -1.4844 -0.4 0.2 0.4
C 4.1936 -1.4463 -1.7213 0.2 -0.3 -0.1
C 3.7677 -2.7065 -1.3169 -0.4 0.0 0.1
C 2.5239 -2.8543 -0.7004 0.7 -0.2 -0.2
C 1.7437 -1.7482 -0.4443 -0.3 0.6 0.1
C -0.2271 -0.6166 3.7874 -0.2 0.3 0.2
C 0.7438 -1.0044 4.6953 0.0 0.1 0.1
C 1.4401 -2.1798 4.4683 0.2 0.0 0.2
C 1.1469 -2.9649 3.3643 0.1 0.0 0.0
C 0.1422 -2.5911 2.4891 0.2 -0.2 0.2
C -0.5444 -1.4120 2.7056 -0.5 0.2 -0.3
H -0.4718 2.9856 3.0549 -0.1 -0.1 0.0
H -0.3430 1.6411 1.9273 -0.1 0.2 0.3
H 1.5884 1.4204 4.1707 0.2 0.1 0.0
H 1.8448 2.8912 3.2324 0.1 0.0 0.1
H 1.6243 0.1095 1.9990 0.0 0.0 0.1
H 3.1578 0.8357 2.4539 0.0 0.0 -0.1
H 3.1809 1.8220 0.3499 0.1 0.1 -0.1
H 1.7729 2.7867 0.8450 -0.1 0.0 -0.1
H 3.7270 0.6401 -1.8094 0.1 0.1 -0.1
H 5.1448 -1.3304 -2.2296 0.0 0.0 0.0
H 4.3955 -3.5697 -1.4869 0.0 -0.1 -0.1
H 2.1695 -3.8339 -0.4155 -0.1 -0.1 0.0
H 0.7768 -1.8391 0.0267 -0.2 0.0 0.0
H 0.9448 -0.4005 5.5713 0.0 0.0 0.1
H 2.2092 -2.4893 5.1632 0.1 0.0 0.1
H 1.6909 -3.8839 3.1946 0.1 -0.1 0.0
H -0.1432 -3.2160 1.6572 -0.2 0.0 -0.2
H -1.3542 -1.1029 2.0462 0.0 -0.2 0.0
Se -2.4573 -3.0990 0.0518 0.4 -0.7 -0.2
Se -3.6689 -1.1850 0.6480 -1.0 -0.4 0.3
Se -3.9469 2.3423 0.8033 -1.2 0.5 0.1
Se -1.9401 3.2893 0.2749 0.4 0.5 0.0
C -3.4571 2.5792 -5.6049 -0.2 0.2 -0.1
N -2.9513 1.6476 -4.6331 0.0 0.2 0.2
C -2.4797 0.4363 -4.9918 0.1 -0.2 0.1
C -2.0071 -0.4305 -4.0720 -0.1 0.0 -0.3
C -2.0196 0.0113 -2.7085 -0.1 0.6 0.0
N -2.4999 1.1980 -2.3526 0.3 -0.4 0.0
C -2.9856 2.0700 -3.2386 0.2 -0.6 -0.8
O -3.4373 3.1693 -3.0203 -0.3 0.6 0.1
N -1.4707 -0.7218 -1.7480 0.2 0.2 -0.3
H -2.9440 2.4511 -6.5604 0.0 0.0 0.0
H -3.2948 3.5852 -5.2120 0.0 -0.1 -0.1
H -4.5346 2.4486 -5.7563 0.0 0.1 0.0
H -2.4850 0.2084 -6.0530 -0.1 0.0 0.0
H -1.6274 -1.4025 -4.3375 0.0 -0.1 -0.1
H -1.3995 -1.7308 -1.8240 -0.2 -0.1 0.1
H -1.7855 -0.3880 -0.7929 0.4 -1.4 -1.6
```
Positions in Å, forces in eV/Å.

For reference, the Mulliken charges in units of e are: -0.607 -0.237 -0.062 0.649 -1.334 0.492 -1.014 0.052 0.396 0.792 -0.625 -0.542 -0.448 -0.747 -0.245 -0.225 -0.175 -0.587 -0.689 -0.164 0.093 0.605 -0.799 0.380 0.437 -0.507 0.542 0.433 0.574 0.425 0.353 0.367 0.468 0.181 0.460 0.380 0.386 0.281 0.457 -0.885 -0.653 -0.496 -0.700 -1.085 0.134 0.102 -1.111 0.644 0.169 0.244 -0.679 0.875 0.363 0.330 0.267 0.321 0.378 0.181 -0.596

=====

[3]
2 unconnected molecules or ions with the total composition C4H13N3, computed with the ωB97M-V functional and the def2-TZVPD basis.

Computed properties:
DFT total energy ... -324.448270 a.u.
ΔE to the lowest compared entry with this formula, charge and spin ... 0.725 eV
Net charge ... 0
Spin multiplicity ... 1
LUMO level ... 0.869 eV
Frontier orbital gap ... 10.0 eV
Strongest force on any atom ... 0.435 eV Å⁻¹

The geometry in XYZ format:
```
20
Properties=species:S:1:pos:R:3:forces:R:3
C -0.6190 1.9209 -1.2943 0.2 0.2 -0.3
N -1.9305 0.4632 0.6799 0.1 0.1 0.1
C -2.0188 0.1826 -0.6576 -0.1 0.0 0.2
N -1.4363 0.7753 -1.6111 -0.1 -0.3 -0.2
H -0.1017 2.2294 -2.2015 0.0 0.1 0.0
H 0.1636 1.7378 -0.5504 -0.1 -0.1 0.2
H -1.2239 2.7692 -0.9619 0.0 0.1 0.1
H -1.4807 1.3080 0.9841 -0.1 0.0 0.1
H -2.5744 0.0208 1.3082 0.0 0.1 0.1
H -2.6595 -0.6744 -0.8513 0.0 0.0 -0.2
C 1.7143 -0.3051 1.7620 -0.2 0.0 -0.2
C 1.4722 -0.9038 0.3851 0.1 0.0 0.0
N 2.2611 -2.1341 0.2341 0.1 0.2 -0.2
H 2.7692 -0.0843 1.9012 0.2 0.0 0.0
H 1.1692 0.6335 1.8808 0.0 0.0 0.0
H 1.4109 -1.0059 2.5386 0.0 0.0 0.0
H 0.4149 -1.1342 0.2599 0.0 -0.1 0.1
H 1.7070 -0.1667 -0.3918 0.0 0.1 0.0
H 2.0288 -2.5732 -0.6497 0.0 -0.1 0.0
H 3.2399 -1.8685 0.1438 -0.1 -0.1 0.1
```
Positions in Å, forces in eV/Å.

For reference, the Mulliken charges in units of e are: -0.839 -0.337 0.060 -0.494 0.269 0.188 0.377 0.183 0.210 0.354 -1.067 -0.004 -0.700 0.335 0.282 0.292 0.194 0.218 0.239 0.241

=====

[4]
C20H28N4O5 in the gas phase in a non-equilibrium geometry, computed with the ωB97M-V functional and the def2-TZVPD basis.

Computed properties:
DFT total energy ... -1373.369821 a.u.
ΔE to the lowest compared entry with this formula, charge and spin ... 22.548 eV
Net charge ... 0
Spin multiplicity ... 1
LUMO level ... -0.508 eV
Frontier orbital gap ... 7.6 eV
Strongest force on any atom ... 14.642 eV Å⁻¹

The geometry in XYZ format:
```
57
Properties=species:S:1:pos:R:3:forces:R:3
C 0.5349 -3.9833 1.6909 2.6 -5.9 -2.3
H 1.0404 -4.7651 0.8976 -0.4 1.6 2.2
O -0.5732 -3.5742 1.1540 -5.3 2.4 -2.5
C -0.6035 -2.9322 -0.1068 3.6 -1.2 3.7
C -1.7303 -2.7861 -0.7153 -9.2 -3.7 3.9
C -2.1735 -2.2370 -1.8440 -1.8 1.4 -3.9
C -1.2272 -1.6467 -2.5743 6.6 -4.0 1.9
C 0.3143 -1.9228 -2.0231 -3.8 1.8 -1.4
C 0.5430 -2.4312 -0.7337 -3.9 1.4 -5.3
O 1.7096 -2.4255 -0.2810 -3.6 -4.0 7.5
C 2.7608 -2.1554 -0.8315 6.9 6.2 -10.3
H 2.8572 -0.9960 -1.0720 -0.3 -1.4 0.5
H 3.0232 -2.4740 -2.0359 -1.2 -0.2 3.0
H 3.6234 -2.2995 -0.3367 2.7 -1.3 2.3
H 1.1404 -1.4969 -2.6329 -0.8 -0.4 0.5
C -1.4505 -0.9629 -3.7977 5.8 -9.9 -6.8
H -0.4946 -0.9475 -4.6095 -1.9 -1.0 2.1
H -2.2632 -1.3689 -4.3810 -0.4 -0.1 -0.1
C -1.5968 0.2623 -3.4965 -1.8 14.1 0.8
N -0.6769 0.9496 -2.6011 4.3 -0.5 2.2
C 0.6398 1.4595 -3.2736 -8.7 -3.7 6.0
O 0.4367 1.5819 -4.3625 1.3 1.8 -10.5
N 1.5291 1.7241 -2.4398 9.1 4.1 1.1
C 1.5760 1.5725 -1.0672 12.9 0.9 -2.3
O 3.0225 1.6169 -0.5045 -7.7 0.6 -2.6
C 0.5782 0.9208 -0.5813 -1.5 0.0 2.0
C 0.6858 0.7552 0.7039 -6.4 -6.4 8.0
N -0.2820 -0.2123 1.4957 0.1 4.0 -7.4
C -0.3933 -0.1901 2.9035 4.3 -7.2 -1.5
H 0.6684 -0.3574 3.1538 0.3 -0.1 0.7
H -0.7969 -1.3211 3.1003 0.2 3.0 0.2
C -0.8459 0.8941 3.6077 -7.1 4.2 -0.2
H -2.0026 0.9798 3.1753 2.3 0.4 1.1
H -1.0470 0.7238 4.5960 -0.2 -1.0 2.7
C -0.1575 2.2484 3.5116 -1.2 -3.6 4.5
N 0.0047 2.4511 2.2343 1.7 7.0 -9.0
C 1.3342 3.5337 2.0791 -11.1 1.0 9.5
H 0.6829 4.5472 2.6428 2.8 -2.7 -1.1
H 2.0423 3.1127 2.5671 5.0 -2.3 2.8
H 1.2741 3.7839 1.2210 0.6 2.7 -11.2
C -1.2688 3.2185 1.4219 -0.3 -2.0 8.1
H -2.1109 2.4531 1.6063 1.3 1.5 -1.5
H -0.8782 3.5907 0.5835 0.9 0.4 -3.9
H -1.5326 4.1744 2.0504 0.4 -1.7 -0.8
H -0.6069 2.9440 4.2397 0.1 0.5 -0.5
H 0.8164 1.9628 3.8152 1.4 0.1 1.4
H -1.1976 -0.0904 0.7929 1.9 -0.5 2.1
H 1.5793 0.8104 1.1214 3.8 0.9 2.1
C -0.5478 0.6653 -1.2450 -11.7 -0.1 -2.4
O -1.7478 0.4656 -0.6171 5.0 0.0 -1.9
H 2.4418 2.1345 -2.9810 -2.5 -1.2 2.4
H -1.6772 0.9715 -4.3629 -0.2 -0.7 0.6
H -2.4752 0.3095 -2.9967 -3.2 1.0 1.7
H -3.2371 -2.2574 -2.3326 1.9 -0.1 1.7
H -2.8280 -3.2764 -0.1410 3.8 1.2 -1.0
H 1.1448 -3.2728 1.9743 3.8 4.1 0.5
H 0.4184 -4.4348 2.6383 -1.1 -1.4 0.9
```
Positions in Å, forces in eV/Å.

For reference, the Mulliken charges in units of e are: -0.760 0.174 -0.441 -0.069 -0.298 -0.420 0.370 -0.705 1.802 -0.434 -0.733 0.159 0.239 0.435 0.257 -0.641 0.200 0.446 -1.721 0.074 0.273 -0.492 0.045 0.728 -0.721 0.179 -1.822 0.431 -0.894 0.426 0.271 -0.936 0.116 0.598 -0.714 0.221 -1.599 0.250 0.513 0.738 -1.216 0.229 0.561 0.354 0.349 0.294 0.378 1.457 0.525 -0.843 0.392 0.492 0.638 0.235 -0.009 0.255 0.363

=====

[5]
A molecular structure, C33H36N7SSeTc in a non-equilibrium geometry, computed with the ωB97M-V functional and the def2-TZVPD basis.

Computed properties:
DFT total energy ... -4541.854869 a.u.
ΔE to the lowest compared entry with this formula, charge and spin ... 0.000 eV
Expectation value of S² ... 3.8083
Net charge ... +3
Spin multiplicity ... 4
LUMO level (spin up / spin down) ... -10.733 / -10.553 eV
Frontier orbital gap (spin up / spin down) ... 4.6 / 4.8 eV
Strongest force on any atom ... 2.745 eV Å⁻¹

The geometry in XYZ format:
```
79
Properties=species:S:1:pos:R:3:forces:R:3
Tc -0.2070 -0.2289 -1.4078 1.9 -0.7 0.6
C 2.5737 2.1825 2.9297 0.3 -0.2 -0.2
C 2.7071 0.8142 3.5719 -0.6 0.0 -0.5
C 3.7419 0.6228 4.4778 0.7 0.6 -0.1
C 3.8684 -0.5114 5.2373 -0.8 -0.4 -0.2
C 2.9675 -1.5647 5.0719 0.4 1.2 -0.7
C 1.9838 -1.4521 4.1091 -0.6 -0.1 0.1
C 1.8281 -0.2741 3.3719 0.6 0.2 0.2
N 0.7524 -0.2723 2.3932 0.3 -0.5 -1.4
C 0.9013 -0.7806 1.1222 1.5 0.6 2.2
N 2.1635 -0.8894 0.6164 0.3 0.3 0.4
C 2.5610 -1.0697 -0.7197 -0.7 -0.5 -0.4
C 1.6362 -0.9543 -1.8052 0.4 -0.4 0.7
C 2.1148 -1.2654 -3.0943 -0.3 0.4 0.0
C 3.4502 -1.5417 -3.2942 0.0 -0.5 0.5
C 4.3553 -1.6173 -2.2323 -1.2 0.5 0.2
C 3.9234 -1.3673 -0.9406 -0.2 0.4 -0.1
C 4.9498 -1.2986 0.1526 -0.1 0.1 -0.1
N -0.1432 -1.1268 0.3793 -1.0 0.2 -0.4
C -1.4444 -1.1119 0.9922 -0.7 0.7 1.3
C -2.0554 0.1444 1.2874 0.3 -0.2 -0.7
C -3.2649 0.2189 1.9842 0.6 -0.1 -1.0
C -3.8700 -0.9626 2.3833 0.9 0.3 0.1
C -3.1866 -2.1609 2.2727 0.0 -0.3 -0.7
C -2.0082 -2.2874 1.5200 0.3 -0.1 -0.1
C -1.4350 -3.6780 1.2891 0.2 0.3 0.6
H 2.7417 2.9796 3.6609 -0.2 -0.2 0.0
H 1.6002 2.3271 2.4734 -0.2 0.1 0.0
H 3.3417 2.3600 2.1681 -0.1 -0.2 0.0
H 4.5238 1.3887 4.5725 -0.6 -0.1 0.1
H 4.6137 -0.5330 5.9946 0.6 -0.3 0.4
H 3.1045 -2.4373 5.6365 -0.1 -1.1 0.7
H 1.2417 -2.2465 3.9832 0.4 0.2 -0.1
H -0.2068 -0.0837 2.6857 0.4 -0.3 0.0
H 2.9864 -0.7842 1.2307 -1.1 0.1 0.2
H 1.4321 -1.2675 -3.9387 0.1 0.1 0.0
H 3.8249 -1.7833 -4.2560 0.0 0.0 -0.9
H 5.3948 -1.8337 -2.3869 0.3 -0.1 -0.2
H 5.9157 -1.0978 -0.3257 -0.2 -0.1 0.5
H 4.9925 -2.2131 0.7367 0.1 -0.2 0.1
H 4.7288 -0.4782 0.8420 0.3 0.1 0.0
H -1.5609 1.0600 0.8992 -0.3 -0.4 0.5
H -3.7244 1.1759 2.1711 -0.1 0.1 0.0
H -4.8406 -0.9063 2.8036 -0.7 -0.2 0.7
H -3.6006 -3.0504 2.7369 0.0 0.0 -0.2
H -2.2647 -4.3453 1.4998 0.2 -0.4 -0.1
H -0.5960 -3.9580 1.9702 -0.6 0.4 -0.4
H -1.0883 -3.8410 0.2684 0.0 0.1 0.0
N -0.3366 6.6113 -3.2350 0.3 -1.9 0.1
C 0.3330 5.9082 -2.2884 0.2 2.4 1.2
S 1.0927 6.7253 -0.9833 -0.9 -0.9 -1.9
C 0.3526 4.4310 -2.3187 0.3 -1.7 0.0
C -0.1003 3.5716 -3.3698 0.4 0.9 0.5
C -0.0905 2.2074 -3.1807 0.1 -0.1 0.0
N 0.3351 1.6513 -2.0370 0.0 0.4 -0.3
C 0.9150 2.4285 -1.0560 -0.8 -0.7 -0.7
C 0.9168 3.7871 -1.1700 -0.6 0.6 0.2
H -0.2821 7.6034 -3.2216 0.0 0.7 0.1
H -0.8990 6.1925 -3.9701 0.3 0.1 0.3
H -0.4505 3.8901 -4.3465 0.1 0.4 0.2
H -0.4041 1.5078 -3.9674 0.0 0.4 0.4
H 1.3116 1.8985 -0.1749 -0.2 0.3 -0.4
H 1.2155 4.4024 -0.3017 0.1 -0.3 -0.9
C -3.8960 -3.7831 -1.9490 0.8 -1.4 -0.1
N -4.1560 -2.3792 -1.7721 -0.7 2.2 -0.4
C -5.4142 -1.8326 -1.4370 0.5 -2.1 0.3
C -5.3268 -0.5118 -1.5618 0.2 1.8 -0.5
N -4.0401 -0.2111 -2.0409 -0.8 -0.4 0.8
C -3.5656 1.1444 -2.2671 0.6 -0.3 0.0
C -3.3271 -1.3479 -2.1369 -1.7 -0.6 0.7
Se -1.6069 -1.6057 -2.8123 0.4 -0.1 -0.8
H -4.7820 -4.3280 -2.3262 0.4 0.5 0.2
H -3.5717 -4.2381 -1.0015 -0.2 0.2 -0.2
H -3.0610 -3.9118 -2.6658 -0.6 0.0 0.3
H -6.2430 -2.4888 -1.1071 0.7 0.6 -0.4
H -6.0810 0.2850 -1.4231 0.7 -0.7 -0.1
H -4.3818 1.7830 -2.5935 0.1 -0.1 0.0
H -2.7813 1.0669 -3.0137 -0.1 0.3 -0.4
H -3.0987 1.5432 -1.3654 -0.3 0.1 0.2
```
Positions in Å, forces in eV/Å.

For reference, the Mulliken charges in units of e are: 0.160 -1.539 1.075 -0.684 -0.661 -0.887 0.152 -0.804 0.533 0.393 0.351 0.286 1.120 -0.232 -1.031 -0.635 0.660 -1.476 -0.657 0.148 0.260 -1.034 -0.920 -0.822 0.825 -1.485 0.517 0.328 0.310 0.453 0.453 0.489 0.457 0.283 -0.167 0.474 0.488 0.518 0.476 0.386 0.409 0.527 0.516 0.559 0.498 0.548 0.255 0.325 -0.321 0.176 -0.244 1.223 -0.933 -0.620 0.055 -0.831 -0.445 0.219 0.174 0.378 0.585 0.378 0.304 -0.840 0.349 -0.539 -0.444 0.333 -0.996 -0.055 -0.112 0.383 0.265 0.320 0.519 0.493 0.386 0.357 0.283

=====

[6]
C4H4I2Si in the gas phase in a non-equilibrium geometry, computed with the ωB97M-V functional and the def2-TZVPD basis.

Computed properties:
DFT total energy ... -1039.583597 a.u.
ΔE to the lowest compared entry with this formula, charge and spin ... 2.559 eV
Net charge ... 0
Spin multiplicity ... 1
LUMO level (spin up / spin down) ... -1.073 / -1.142 eV
Frontier orbital gap (spin up / spin down) ... 7.4 / 7.1 eV
Strongest force on any atom ... 7.451 eV Å⁻¹

The geometry in XYZ format:
```
11
Properties=species:S:1:pos:R:3:forces:R:3
C 0.3878 -0.8755 1.1814 1.9 -1.5 2.3
C -0.6469 0.0069 1.3593 -2.0 4.1 -5.9
C 1.1226 -1.0231 0.0671 -1.4 1.6 -2.6
C -1.0328 0.8258 -0.1871 1.4 -2.7 4.9
Si 0.1669 0.0200 -1.3605 0.2 0.1 1.1
I -2.3451 2.3823 -0.1084 0.2 -0.2 -0.2
I 1.0379 1.7772 -2.8887 0.2 -0.3 0.5
H 0.7812 -1.4196 2.0790 -0.5 0.5 -0.6
H -0.9083 0.6152 2.1909 -0.4 -0.3 0.8
H 2.0081 -1.6093 0.0530 0.4 -0.5 -0.3
H -0.5714 -0.6999 -2.3860 0.0 -0.7 0.0
```
Positions in Å, forces in eV/Å.

For reference, the Mulliken charges in units of e are: -0.168 -0.434 -0.533 -0.233 0.275 0.175 -0.119 0.264 0.383 0.479 -0.091